No. 1
Below is a molecular structure, C16H14N3O2S2Sr in a non-equilibrium geometry, with properties calculated with the ωB97M-V functional and the def2-TZVPD basis.

XYZ file:
```
38
Properties=species:S:1:pos:R:3:nbo_charge:R:1
Sr 0.0796 -0.0851 0.1365 1.79
O 3.0184 -3.2272 0.8935 -0.59
C 2.3124 -2.4042 0.3332 0.62
N 0.9574 -2.2434 0.4099 -0.86
C 0.2385 -3.1482 1.1396 0.62
O 0.6424 -4.0865 1.8076 -0.59
C -1.2705 -2.9514 1.0875 0.12
C -2.0616 -3.9648 1.6250 -0.22
C -3.4351 -3.8162 1.6364 -0.17
C -3.9825 -2.6461 1.1274 -0.26
C -3.1270 -1.6872 0.6138 0.05
N -1.8032 -1.8401 0.5749 -0.51
C 3.0175 -1.4209 -0.5910 0.12
C 4.3556 -1.6743 -0.8849 -0.22
C 5.0511 -0.7891 -1.6861 -0.17
C 4.3941 0.3405 -2.1560 -0.26
C 3.0650 0.5194 -1.8162 0.05
N 2.3826 -0.3479 -1.0683 -0.51
H -1.5677 -4.8359 2.0289 0.25
H -4.0722 -4.5908 2.0449 0.21
H -5.0494 -2.4718 1.1361 0.22
H -3.5025 -0.7429 0.2329 0.24
H 4.8120 -2.5568 -0.4623 0.25
H 6.0908 -0.9649 -1.9325 0.21
H 4.9025 1.0755 -2.7644 0.22
H 2.5159 1.4011 -2.1313 0.24
C -2.9888 4.1099 0.3016 -0.64
C -1.7999 3.1586 0.2445 -0.19
S -2.1736 1.5361 0.8313 -0.69
C -0.6068 3.5838 -0.2104 -0.17
C -0.4007 5.0070 -0.6825 -0.64
S 0.8682 2.6231 -0.3528 -0.70
H -3.8709 3.5666 0.6306 0.22
H -3.2011 4.5496 -0.6776 0.19
H -2.8087 4.9261 1.0090 0.19
H -1.2638 5.6477 -0.4971 0.19
H -0.1855 5.0154 -1.7555 0.20
H 0.4672 5.4353 -0.1761 0.21
```

Results
Charge ... -1
DFT total energy ... -47895.619 eV
Orbital gap ... 5.3 eV
HOMO ... -2.878 eV


No. 2
Below is 2 unconnected molecules or ions with the total composition C8H16ClN2O4PSi in a non-equilibrium geometry, with properties calculated with the ωB97M-V functional and the def2-TZVPD basis.

XYZ file:
```
33
Properties=species:S:1:pos:R:3:nbo_charge:R:1
C 3.1926 -0.1664 0.8269 -1.09
Si 1.7811 -0.8961 -0.2595 1.32
C 1.4189 0.4006 -1.5757 -1.13
C 2.4222 -2.5642 -0.9390 -1.09
P 0.1084 -1.3502 1.1298 0.96
N 0.2755 -0.3728 2.5637 -1.08
C -1.5900 -0.9528 0.4711 -0.13
C -1.8801 -0.6895 -0.9147 -0.21
C -3.1970 -0.3285 -1.4470 -0.14
C -4.2383 -0.3042 -0.4038 -0.20
C -3.8008 -0.6319 0.9458 0.04
N -2.5781 -0.9220 1.4140 -0.42
H 2.8848 -0.0194 1.8915 0.26
H 3.5373 0.8302 0.4321 0.28
H 4.0619 -0.8740 0.8288 0.24
H 2.4087 0.7947 -1.9431 0.27
H 0.8534 1.2860 -1.1463 0.33
H 0.9075 -0.0092 -2.4943 0.24
H 2.8052 -3.1623 -0.0636 0.24
H 1.5374 -3.0877 -1.4039 0.24
H 3.2316 -2.3596 -1.6841 0.27
H 0.1024 -2.7129 1.5823 0.03
H -0.6333 0.0492 2.7923 0.43
H 0.4844 -0.9755 3.3712 0.40
H -1.0505 -0.7560 -1.6602 0.23
H -3.3922 -0.0933 -2.5111 0.25
H -5.2961 -0.0533 -0.6548 0.25
H -4.6169 -0.6381 1.7153 0.21
O 0.5336 5.4533 -0.4016 -0.85
Cl 0.0507 4.1162 -0.1725 2.54
O -0.7802 3.6993 -1.2843 -0.89
O -0.7215 4.0792 1.0489 -0.88
O 1.1774 3.2112 -0.0542 -0.91
```

Results
Relative energy (zero: lowest compared OMol25 entry of this formula, charge and spin) ... 158.2 kJ/mol
Charge ... 0
DFT total energy ... -49405.479 eV
Orbital gap ... 6.7 eV
HOMO ... -8.184 eV


No. 3
Below is C29H36N2O2 in the gas phase in a non-equilibrium geometry, with properties calculated with the ωB97M-V functional and the def2-TZVPD basis.

XYZ file:
```
69
Properties=species:S:1:pos:R:3:nbo_charge:R:1
C 5.1090 -0.3923 1.4686 -0.39
N 4.7126 0.8940 0.9327 -0.45
C 5.5899 1.4141 -0.0966 -0.20
C 5.2615 2.8666 -0.3762 -0.40
C 3.7966 3.0293 -0.7820 -0.42
C 2.8804 2.1479 -0.0007 -0.11
C 1.5448 1.9775 -0.3572 -0.15
C 0.7657 0.9645 0.2187 -0.06
C -0.4326 0.3470 -0.5399 -0.28
C -1.8004 0.7623 0.0541 0.04
C -2.4053 0.0043 1.0652 -0.23
C -3.7435 0.1455 1.3682 -0.30
C -4.5074 1.1109 0.6828 0.26
C -3.8322 2.1315 -0.0414 -0.11
C -2.4886 1.9154 -0.3743 -0.20
C -4.6086 3.3296 -0.4943 -0.42
C -6.0538 3.3602 0.0141 -0.40
C -6.6886 1.9850 -0.0327 -0.20
N -5.8701 1.0251 0.6658 -0.45
C -6.5014 -0.2510 0.8968 -0.39
C -0.2330 -1.0827 -0.8147 -0.43
C 1.0902 -1.2936 -1.6120 0.63
O 1.8241 -0.3764 -1.9468 -0.52
C 1.5215 -2.7159 -1.9353 -0.51
C 1.5224 -3.6827 -0.7397 -0.02
C 1.7328 -5.1099 -1.2387 -0.60
C 2.6405 -3.3744 0.2660 -0.62
C 0.1289 -3.5474 -0.1124 -0.51
C -0.1270 -2.1222 0.3081 0.64
O -0.1689 -1.8917 1.5145 -0.56
C 1.1721 0.4836 1.4738 -0.16
C 2.4949 0.6197 1.8599 -0.34
C 3.3991 1.2669 0.9848 0.27
H 4.7183 -1.2375 0.8716 0.18
H 6.2021 -0.4414 1.4536 0.20
H 4.7570 -0.5029 2.4996 0.20
H 6.6148 1.2991 0.2686 0.20
H 5.5012 0.8171 -1.0225 0.17
H 5.4530 3.4603 0.5227 0.20
H 5.9115 3.2360 -1.1692 0.21
H 3.4957 4.0790 -0.6654 0.22
H 3.6691 2.7847 -1.8468 0.21
H 1.1218 2.5828 -1.1650 0.20
H -0.4335 0.8215 -1.5319 0.23
H -1.8374 -0.7164 1.6379 0.24
H -4.2016 -0.5261 2.0947 0.21
H -1.9470 2.6501 -0.9813 0.21
H -4.1034 4.2474 -0.1671 0.22
H -4.6150 3.3700 -1.5927 0.21
H -6.6561 4.0470 -0.5823 0.21
H -6.0693 3.7264 1.0446 0.21
H -6.8348 1.6754 -1.0823 0.17
H -7.6717 1.9759 0.4527 0.20
H -6.1260 -0.7123 1.8135 0.20
H -7.5767 -0.0863 1.0006 0.20
H -6.3289 -0.9611 0.0706 0.18
H -1.0694 -1.4299 -1.4599 0.26
H 2.5242 -2.6493 -2.3655 0.24
H 0.8533 -3.1300 -2.7056 0.23
H 0.9630 -5.3932 -1.9673 0.21
H 2.7176 -5.1938 -1.7132 0.21
H 1.6922 -5.8107 -0.3958 0.21
H 2.5731 -2.3720 0.7075 0.23
H 2.6011 -4.1092 1.0832 0.22
H 3.6169 -3.4746 -0.2297 0.21
H -0.6262 -3.8770 -0.8402 0.22
H 0.0464 -4.1858 0.7723 0.24
H 0.4931 -0.0473 2.1335 0.24
H 2.8458 0.1434 2.7775 0.21
```

Results
Charge ... 0
DFT total energy ... -37731.742 eV
SMILES ... CN1CCCc2cc(C(c3ccc4c(c3)CCCN4C)C3C(=O)CC(C)(C)CC3=O)ccc21
Orbital gap ... 7.0 eV
HOMO ... -6.462 eV


No. 4
Below is 2 unconnected molecules or ions with the total composition H4NO2P2 in a non-equilibrium geometry, with properties calculated with the ωB97M-V functional and the def2-TZVPD basis.

XYZ file:
```
9
Properties=species:S:1:pos:R:3:nbo_charge:R:1
N 0.8199 -0.4503 -1.1954 -1.29
O -1.4705 -1.0819 -0.4539 -1.19
O -1.1898 1.1107 -1.8040 -1.16
P -0.0395 0.9458 1.2232 -0.17
P -0.7156 0.1480 -0.7855 2.12
H 1.0315 -1.4419 -0.8555 0.41
H 1.4893 0.2277 -1.6664 0.40
H -0.8137 -0.1330 1.5850 0.01
H -1.7201 2.0566 1.5799 -0.12
```

Results
Relative energy (zero: lowest compared OMol25 entry of this formula, charge and spin) ... 214.7 kJ/mol
Charge ... -1
DFT total energy ... -24228.970 eV
Orbital gap ... 8.6 eV
HOMO ... -4.597 eV


No. 5
Below is 2 unconnected molecules or ions with the total composition C35H31N3O3 in a non-equilibrium geometry, with properties calculated with the ωB97M-V functional and the def2-TZVPD basis.

XYZ file:
```
72
Properties=species:S:1:pos:R:3:mulliken_charge:R:1
C -1.8198 1.4650 1.5993 -1.26
C -0.6577 2.2626 1.2807 0.83
O -0.7908 3.2555 0.5313 -0.73
C 0.6678 1.8482 1.8104 0.46
C 0.9897 0.5003 2.0063 -0.08
C 2.3003 0.1240 2.3129 -0.70
C 3.2959 1.1024 2.4376 -0.36
C 2.9714 2.4569 2.2717 -0.52
C 1.6595 2.8296 1.9756 -0.41
N -1.9793 0.9238 2.8571 1.04
O -3.0758 0.3788 3.1910 -0.78
O -1.0189 0.9666 3.6769 -0.66
H -2.6945 1.4959 0.9513 0.75
H 0.2054 -0.2444 1.9037 0.32
H 2.5270 -0.9343 2.4432 0.36
H 4.3205 0.8149 2.6852 0.35
H 3.7316 3.2375 2.3580 0.35
H 1.3678 3.8818 1.8711 0.28
C -4.9930 9.1239 -1.5424 -1.33
N -3.8286 8.5251 -0.8953 0.17
C -2.8777 9.4309 -0.3514 0.06
C -3.3452 10.4772 0.4629 -0.13
C -2.4396 11.3520 1.0627 -0.66
C -1.0729 11.2563 0.7704 -0.44
C -0.6040 10.2219 -0.0496 -0.62
C -1.4984 9.3012 -0.6009 -0.17
C -3.9105 7.2315 -0.4121 1.83
C -2.7591 6.5926 0.1003 -0.81
C -2.8737 5.4258 0.8108 -0.88
C -4.1448 4.8714 1.1238 0.73
C -4.2161 3.7446 1.9733 -0.37
C -5.3093 3.4672 2.8326 0.33
C -5.5899 2.1231 3.1892 -0.68
C -6.6165 1.8100 4.0532 -0.41
C -7.3480 2.8423 4.6725 0.17
N -8.4011 2.5207 5.5658 0.29
C -9.7529 2.6093 5.0012 -0.90
C -8.2380 2.8417 6.9387 0.09
C -8.7614 4.0319 7.4607 0.02
C -8.5011 4.3749 8.7894 -0.70
C -7.8157 3.4861 9.6267 -0.42
C -7.3291 2.2774 9.1102 -0.53
C -7.5099 1.9669 7.7640 -0.26
C -7.0660 4.1878 4.3630 -0.40
C -6.1106 4.4975 3.4135 -0.94
C -5.2987 5.5012 0.5662 -0.75
C -5.1721 6.6022 -0.2579 -0.58
H -5.4833 8.3735 -2.1688 0.46
H -5.7087 9.5322 -0.8163 0.44
H -4.6420 9.9482 -2.1718 0.30
H -4.4205 10.5657 0.6422 0.28
H -2.8183 12.1122 1.7462 0.36
H -0.3722 11.9763 1.1948 0.37
H 0.4587 10.1241 -0.2711 0.37
H -1.1466 8.4810 -1.2307 0.46
H -1.7762 7.0392 -0.0266 0.19
H -1.9818 4.9238 1.1738 0.21
H -3.3415 3.1019 2.0344 0.26
H -4.9737 1.3413 2.7550 0.40
H -6.8578 0.7737 4.2901 0.50
H -10.4477 2.0983 5.6780 0.31
H -10.0784 3.6523 4.8734 0.35
H -9.7458 2.1004 4.0289 0.31
H -9.3319 4.6899 6.8015 0.28
H -8.8615 5.3314 9.1681 0.34
H -7.6613 3.7330 10.6797 0.37
H -6.8191 1.5653 9.7584 0.36
H -7.1315 1.0430 7.3213 0.39
H -7.6202 4.9761 4.8764 0.34
H -5.9430 5.5392 3.1363 0.48
H -6.2901 5.1056 0.7967 0.55
H -6.0587 7.0498 -0.7030 0.36
```

Results
Relative energy (zero: lowest compared OMol25 entry of this formula, charge and spin) ... 151.4 kJ/mol
Charge ... 0
DFT total energy ... -47404.881 eV
Orbital gap ... 4.8 eV
HOMO ... -7.074 eV


No. 6
Below is C25H33N7O2 in the gas phase in a non-equilibrium geometry, with properties calculated with the ωB97M-V functional and the def2-TZVPD basis.

XYZ file:
```
67
Properties=species:S:1:pos:R:3:nbo_charge:R:1
C -1.9707 5.7719 -2.7701 -0.59
C -0.5143 5.5604 -2.3514 -0.41
C -0.1372 4.1124 -2.4764 -0.03
C 0.3029 3.6047 -3.7031 -0.18
C 0.6210 2.2741 -3.8536 -0.26
C 0.5010 1.4049 -2.7686 0.25
N 0.8476 0.0837 -2.8682 -0.58
C 0.8050 -0.8337 -1.8462 0.64
O 1.2812 -1.9476 -2.0041 -0.64
C 0.2104 -0.3461 -0.6054 -0.10
C 0.0360 -1.3765 0.4834 -0.12
C 0.6984 -0.8766 1.7267 0.35
N 0.1500 -0.3489 2.7979 -0.34
N 1.1417 -0.0903 3.6428 -0.06
N 2.2599 -0.4236 3.1563 -0.07
N 2.0382 -0.9334 1.9396 -0.19
C 3.1061 -1.3505 1.0814 -0.24
C 3.9480 -0.1351 0.6608 0.09
C 5.0720 -0.5277 -0.3159 -0.43
C 4.5505 -0.0136 -1.6578 -0.44
C 3.7550 1.2056 -1.2033 -0.06
O 3.1104 0.7960 -0.0145 -0.54
N -1.3451 -1.8124 0.6476 -0.43
C -2.3065 -0.7802 0.9998 -0.26
C -3.7180 -1.3819 0.9453 -0.21
N -3.8853 -2.5510 1.7717 -0.44
C -3.9981 -2.3305 3.2084 -0.23
C -3.4688 -3.6152 3.8665 -0.42
C -3.0664 -4.5179 2.6927 -0.40
C -2.8423 -3.5325 1.5485 -0.04
C -1.4343 -2.9185 1.5889 -0.25
C -0.0826 0.9644 -0.4517 -0.10
C 0.0495 1.8924 -1.5283 -0.14
C -0.2623 3.2504 -1.4066 -0.16
H -2.6341 5.1861 -2.1381 0.21
H -2.1184 5.4607 -3.8018 0.20
H -2.2424 6.8209 -2.6814 0.21
H -0.3853 5.8878 -1.3185 0.21
H 0.1343 6.1673 -2.9863 0.21
H 0.4012 4.2736 -4.5455 0.21
H 0.9688 1.8955 -4.8041 0.21
H 1.2295 -0.2502 -3.7459 0.41
H 0.5783 -2.2734 0.1478 0.26
H 2.6853 -1.8325 0.1967 0.24
H 3.7395 -2.0528 1.6306 0.22
H 4.3421 0.3377 1.5715 0.20
H 5.9980 -0.0199 -0.0471 0.21
H 5.2482 -1.6007 -0.3172 0.22
H 3.8822 -0.7472 -2.1099 0.22
H 5.3430 0.2358 -2.3585 0.22
H 4.4296 2.0486 -0.9921 0.16
H 2.9875 1.5354 -1.9031 0.19
H -2.1010 -0.3655 1.9983 0.20
H -2.2500 0.0218 0.2629 0.20
H -3.9237 -1.6866 -0.0860 0.20
H -4.4531 -0.6304 1.2414 0.20
H -3.4249 -1.4583 3.5489 0.18
H -5.0520 -2.1526 3.4454 0.19
H -4.2232 -4.0890 4.4919 0.21
H -2.6060 -3.3931 4.4942 0.21
H -3.8863 -5.1869 2.4340 0.21
H -2.1814 -5.1142 2.9078 0.21
H -2.9951 -3.9846 0.5627 0.20
H -1.2084 -2.5876 2.6153 0.18
H -0.7060 -3.6820 1.3011 0.20
H -0.4254 1.3405 0.5018 0.23
H -0.6036 3.6185 -0.4502 0.21
```

Results
Relative energy (zero: lowest compared OMol25 entry of this formula, charge and spin) ... 193.6 kJ/mol
Charge ... 0
DFT total energy ... -40986.316 eV
SMILES ... CCc1ccc2[nH]c(=O)c([C@@H](c3nnnn3C[C@H]3CCCO3)N3CCN4CCC[C@@H]4C3)cc2c1
Orbital gap ... 7.9 eV
HOMO ... -7.857 eV